Entry 1:
{"formula": "C46H44LaNOP2", "method": "ωB97M-V/def2-TZVPD", "orbital_gap_ev": [5.049, 5.281], "total_charge": 2, "elements": ["La", "P", "C", "O", "P", "C", "C", "C", "C", "C", "C", "C", "C", "C", "C", "C", "H", "H", "H", "H", "H", "C", "C", "C", "C", "C", "H", "H", "H", "H", "H", "C", "C", "C", "C", "C", "H", "H", "H", "H", "H", "C", "C", "C", "C", "C", "H", "H", "H", "H", "H", "C", "C", "C", "C", "C", "H", "H", "H", "H", "H", "C", "C", "C", "C", "C", "H", "H", "H", "H", "H", "H", "H", "C", "N", "C", "C", "C", "C", "C", "C", "C", "C", "H", "H", "H", "H", "H", "H", "H", "H", "H", "H", "H", "H"], "coordinates": [[0.60, -0.06, -0.17], [-0.25, -2.60, -0.25], [-0.29, 0.05, 2.38], [-0.53, 0.02, 3.50], [0.12, 2.57, -0.28], [-0.06, -3.39, 1.37], [1.12, -3.27, -1.28], [-1.83, -3.04, -0.96], [-1.48, 3.34, -0.46], [0.96, 3.32, 1.17], [1.25, 2.99, -1.69], [-1.15, -4.07, 1.92], [-1.02, -4.71, 3.16], [0.18, -4.58, 3.87], [1.24, -3.79, 3.38], [1.11, -3.16, 2.14], [-2.07, -4.14, 1.35], [-1.85, -5.33, 3.54], [0.31, -5.10, 4.81], [2.19, -3.69, 3.95], [1.91, -2.51, 1.77], [-3.00, -2.45, -0.47], [-4.23, -2.82, -1.01], [-4.25, -3.74, -2.08], [-3.07, -4.26, -2.64], [-1.84, -3.87, -2.10], [-2.93, -1.71, 0.33], [-5.17, -2.41, -0.59], [-5.21, -4.06, -2.47], [-3.09, -4.98, -3.47], [-0.90, -4.22, -2.51], [1.62, -4.53, -0.93], [2.62, -5.13, -1.72], [3.14, -4.42, -2.81], [2.70, -3.11, -3.11], [1.70, -2.53, -2.33], [1.22, -5.05, -0.07], [2.94, -6.15, -1.49], [3.89, -4.88, -3.45], [3.13, -2.55, -3.97], [1.33, -1.52, -2.58], [2.37, 3.45, 1.20], [3.01, 4.04, 2.30], [2.24, 4.40, 3.42], [0.86, 4.12, 3.47], [0.24, 3.55, 2.35], [2.98, 3.14, 0.36], [4.08, 4.28, 2.25], [2.72, 4.93, 4.24], [0.27, 4.43, 4.34], [-0.83, 3.31, 2.38], [-2.64, 2.66, -0.05], [-3.88, 3.27, -0.20], [-3.94, 4.56, -0.78], [-2.79, 5.23, -1.22], [-1.55, 4.59, -1.08], [-2.57, 1.65, 0.36], [-4.81, 2.74, 0.13], [-4.91, 5.05, -0.88], [-2.82, 6.24, -1.67], [-0.65, 5.07, -1.44], [1.71, 4.31, -1.79], [2.46, 4.72, -2.90], [2.83, 3.77, -3.86], [2.45, 2.42, -3.72], [1.68, 2.03, -2.62], [1.48, 5.04, -1.02], [2.74, 5.78, -3.00], [3.41, 4.07, -4.74], [2.74, 1.67, -4.49], [1.38, 0.97, -2.55], [-1.31, 0.03, -0.30], [-0.49, -0.11, -1.80], [1.57, 0.75, 5.43], [2.31, 0.05, 4.38], [3.39, -0.75, 4.94], [2.63, 0.91, 3.26], [3.37, 0.22, 2.11], [4.73, 0.03, 2.25], [5.49, -0.48, 1.16], [4.88, -0.74, -0.07], [3.50, -0.51, -0.21], [2.77, -0.06, 0.92], [2.21, 1.50, 5.96], [1.24, 0.00, 6.15], [0.71, 1.26, 5.00], [3.80, -1.43, 4.20], [4.24, -0.14, 5.36], [2.95, -1.31, 5.76], [1.71, 1.39, 2.92], [3.29, 1.70, 3.59], [5.22, 0.29, 3.19], [6.55, -0.65, 1.29], [5.42, -1.13, -0.93], [2.99, -0.66, -1.17]]}

Entry 2:
{"formula": "C46H44MnN2O6P", "method": "ωB97M-V/def2-TZVPD", "spin_multiplicity": 2, "s2": 0.776, "orbital_gap_ev": [6.245, 6.400], "total_charge": -1, "elements": ["Mn", "O", "C", "O", "C", "C", "C", "C", "C", "C", "P", "C", "C", "C", "C", "C", "C", "C", "C", "C", "C", "C", "C", "H", "H", "H", "H", "H", "H", "H", "H", "H", "H", "H", "H", "H", "H", "C", "O", "C", "C", "C", "C", "C", "C", "O", "C", "O", "C", "H", "H", "H", "H", "H", "H", "H", "H", "H", "C", "C", "C", "C", "C", "C", "N", "C", "C", "C", "C", "C", "C", "H", "H", "H", "H", "H", "H", "H", "H", "H", "H", "O", "C", "C", "C", "C", "C", "C", "N", "H", "H", "H", "H", "H", "H", "H", "H", "H", "H", "H"], "coordinates": [[-0.39, -0.51, 0.01], [-2.18, -1.72, 3.53], [-1.36, -1.13, 2.83], [-1.57, -0.74, 1.63], [-0.01, -0.78, 3.49], [0.25, -1.41, 4.70], [1.43, -1.18, 5.39], [2.37, -0.31, 4.87], [2.12, 0.34, 3.67], [0.93, 0.11, 2.97], [0.57, 1.02, 1.41], [2.19, 1.71, 0.93], [3.15, 0.79, 0.50], [4.36, 1.22, -0.03], [4.61, 2.59, -0.16], [3.66, 3.51, 0.24], [2.45, 3.07, 0.78], [-0.37, 2.42, 2.12], [-1.71, 2.55, 1.77], [-2.47, 3.58, 2.31], [-1.91, 4.47, 3.21], [-0.58, 4.33, 3.59], [0.18, 3.30, 3.05], [-0.50, -2.09, 5.08], [1.62, -1.68, 6.33], [3.30, -0.11, 5.40], [2.85, 1.03, 3.27], [2.93, -0.27, 0.57], [5.09, 0.50, -0.36], [5.55, 2.92, -0.58], [3.84, 4.57, 0.13], [1.70, 3.80, 1.07], [-2.14, 1.84, 1.09], [-3.51, 3.67, 2.02], [-2.51, 5.27, 3.63], [-0.14, 5.01, 4.31], [1.22, 3.18, 3.36], [3.42, -4.65, 3.89], [2.31, -5.41, 3.44], [1.48, -4.81, 2.54], [0.37, -5.58, 2.15], [-0.52, -5.05, 1.25], [-0.37, -3.76, 0.71], [-1.29, -3.30, -0.31], [-2.34, -4.24, -0.87], [-1.26, -2.17, -0.81], [0.74, -2.97, 1.12], [0.99, -1.78, 0.71], [1.67, -3.55, 2.04], [3.93, -5.28, 4.62], [3.10, -3.72, 4.36], [4.10, -4.43, 3.07], [0.23, -6.57, 2.58], [-1.37, -5.65, 0.96], [-1.90, -5.15, -1.25], [-2.87, -3.71, -1.65], [-3.05, -4.51, -0.08], [2.49, -2.92, 2.34], [-1.12, 4.70, -2.15], [-2.39, 4.13, -2.19], [-2.61, 2.81, -1.86], [-1.55, 1.95, -1.46], [-0.27, 2.55, -1.42], [-0.07, 3.88, -1.75], [-1.73, 0.66, -1.05], [-2.93, 0.04, -1.47], [-3.76, -0.61, -0.56], [-4.89, -1.29, -0.99], [-5.23, -1.33, -2.34], [-4.42, -0.68, -3.25], [-3.28, -0.01, -2.83], [-0.96, 5.74, -2.41], [-3.24, 4.74, -2.48], [-3.62, 2.42, -1.88], [0.58, 1.94, -1.15], [0.94, 4.28, -1.71], [-3.49, -0.60, 0.49], [-5.52, -1.79, -0.26], [-6.12, -1.86, -2.67], [-4.66, -0.70, -4.31], [-2.65, 0.51, -3.54], [1.00, -0.28, -1.53], [1.14, -0.73, -2.65], [0.05, -1.38, -3.46], [-0.15, -0.53, -4.74], [0.09, 0.98, -4.56], [1.55, 1.46, -4.68], [2.49, 0.99, -3.57], [2.31, -0.46, -3.35], [-0.85, -1.40, -2.85], [0.32, -2.41, -3.70], [-1.17, -0.69, -5.08], [0.49, -0.91, -5.55], [-0.33, 1.31, -3.61], [-0.48, 1.50, -5.33], [1.56, 2.55, -4.71], [1.95, 1.12, -5.64], [2.27, 1.48, -2.62], [3.53, 1.19, -3.81], [2.30, -0.94, -4.25]]}

Entry 3:
{"formula": "C46H44N2P2SSiV", "method": "ωB97M-V/def2-TZVPD", "orbital_gap_ev": [6.071, 5.688], "total_charge": 3, "elements": ["V", "C", "Si", "C", "C", "C", "C", "C", "C", "P", "C", "C", "C", "C", "C", "C", "C", "C", "C", "C", "C", "C", "C", "C", "C", "C", "C", "C", "P", "C", "C", "C", "C", "C", "C", "C", "C", "C", "C", "C", "C", "H", "H", "H", "H", "H", "H", "H", "H", "H", "H", "H", "H", "H", "H", "H", "H", "H", "H", "H", "H", "H", "H", "H", "H", "H", "H", "H", "H", "H", "H", "H", "C", "N", "C", "S", "N", "C", "H", "H", "H", "H", "H", "H", "H", "H", "C", "C", "C", "C", "C", "C", "H", "H", "H", "H", "H"], "coordinates": [[-0.19, -0.21, 0.74], [-0.77, -0.71, 4.28], [0.31, 0.36, 3.13], [2.16, -0.06, 3.30], [2.76, -0.05, 4.55], [4.07, -0.45, 4.71], [4.81, -0.88, 3.62], [4.23, -0.91, 2.36], [2.91, -0.48, 2.19], [2.16, -0.53, 0.54], [2.73, -2.16, -0.04], [2.61, -3.22, 0.87], [3.15, -4.45, 0.56], [3.82, -4.64, -0.65], [3.89, -3.60, -1.56], [3.34, -2.37, -1.27], [3.08, 0.65, -0.49], [2.59, 0.86, -1.78], [3.28, 1.67, -2.66], [4.45, 2.30, -2.24], [4.92, 2.11, -0.96], [4.25, 1.28, -0.08], [-0.10, 2.22, 2.99], [-0.08, 2.95, 4.18], [-0.25, 4.33, 4.18], [-0.45, 5.00, 2.99], [-0.50, 4.29, 1.80], [-0.33, 2.90, 1.79], [-0.39, 2.10, 0.15], [0.65, 3.23, -0.81], [1.87, 3.61, -0.25], [2.64, 4.57, -0.87], [2.20, 5.17, -2.04], [0.99, 4.79, -2.60], [0.21, 3.82, -2.00], [-2.05, 2.35, -0.52], [-3.02, 3.15, 0.08], [-4.27, 3.28, -0.50], [-4.56, 2.60, -1.68], [-3.60, 1.80, -2.28], [-2.35, 1.67, -1.71], [-1.04, -0.15, 5.17], [-0.21, -1.59, 4.63], [-1.69, -1.06, 3.82], [2.19, 0.26, 5.42], [4.52, -0.43, 5.69], [5.82, -1.22, 3.76], [4.79, -1.29, 1.52], [2.12, -3.07, 1.82], [3.07, -5.26, 1.27], [4.28, -5.59, -0.86], [4.41, -3.75, -2.50], [3.40, -1.56, -1.99], [1.66, 0.37, -2.08], [2.92, 1.81, -3.67], [4.98, 2.94, -2.92], [5.82, 2.61, -0.63], [4.63, 1.13, 0.92], [0.09, 2.44, 5.11], [-0.21, 4.87, 5.11], [-0.56, 6.07, 2.98], [-0.64, 4.82, 0.87], [2.20, 3.16, 0.68], [3.57, 4.88, -0.43], [2.79, 5.93, -2.52], [0.63, 5.27, -3.50], [-0.75, 3.55, -2.42], [-2.81, 3.66, 1.01], [-5.01, 3.91, -0.04], [-5.53, 2.72, -2.13], [-3.83, 1.27, -3.20], [-1.58, 1.06, -2.18], [-5.61, -1.09, -1.01], [-4.34, -0.84, -0.37], [-4.06, -0.23, 0.77], [-2.38, -0.17, 1.23], [-4.88, 0.34, 1.62], [-6.31, 0.58, 1.57], [-5.48, -1.93, -1.69], [-5.94, -0.22, -1.59], [-6.37, -1.36, -0.28], [-3.53, -1.16, -0.90], [-4.44, 0.66, 2.48], [-6.63, 0.77, 0.55], [-6.52, 1.45, 2.17], [-6.87, -0.26, 1.98], [-0.32, -4.55, -1.14], [-0.52, -4.31, 0.21], [-0.53, -3.01, 0.69], [-0.35, -1.95, -0.19], [-0.21, -2.18, -1.55], [-0.18, -3.49, -2.02], [-0.30, -5.56, -1.51], [-0.67, -5.14, 0.89], [-0.71, -2.83, 1.75], [-0.13, -1.35, -2.25], [-0.06, -3.67, -3.08]]}

Entry 4:
{"formula": "C46H45F5GeIrN6O9S3", "method": "ωB97M-V/def2-TZVPD", "spin_multiplicity": 6, "s2": 8.802, "orbital_gap_ev": [6.546, 3.391], "total_charge": 0, "elements": ["Ir", "C", "C", "C", "C", "C", "C", "C", "S", "O", "O", "N", "C", "C", "C", "C", "C", "N", "H", "H", "H", "H", "H", "H", "H", "H", "H", "H", "H", "C", "C", "S", "O", "O", "C", "C", "N", "C", "N", "C", "C", "N", "O", "O", "C", "H", "H", "H", "H", "H", "H", "H", "H", "H", "H", "H", "H", "H", "C", "C", "C", "C", "C", "C", "Ge", "C", "C", "C", "C", "C", "C", "C", "C", "C", "C", "C", "C", "H", "H", "H", "H", "H", "H", "H", "H", "H", "H", "H", "H", "H", "H", "H", "F", "C", "F", "C", "F", "F", "F", "N", "C", "C", "C", "C", "C", "C", "S", "O", "O", "O", "H", "H", "H", "H", "H", "H"], "coordinates": [[0.46, 0.26, -0.63], [5.43, -1.35, 4.76], [5.23, -1.06, 3.31], [5.22, 0.26, 2.83], [4.94, 0.54, 1.51], [4.68, -0.51, 0.64], [4.74, -1.83, 1.07], [5.01, -2.09, 2.40], [4.31, -0.20, -1.04], [5.28, 0.67, -1.63], [3.96, -1.42, -1.70], [2.81, 0.64, -0.95], [2.70, 1.94, -1.27], [3.69, 2.93, -1.42], [3.28, 4.22, -1.70], [1.93, 4.50, -1.86], [1.00, 3.46, -1.72], [1.37, 2.23, -1.42], [6.15, -0.66, 5.20], [5.79, -2.37, 4.91], [4.49, -1.25, 5.32], [5.41, 1.07, 3.52], [4.94, 1.56, 1.16], [4.57, -2.63, 0.37], [5.03, -3.12, 2.74], [4.73, 2.67, -1.31], [4.01, 5.01, -1.81], [1.58, 5.49, -2.09], [-0.06, 3.64, -1.85], [-2.79, -6.47, 1.05], [-2.47, -6.37, -0.44], [-0.70, -6.38, -0.69], [-0.10, -5.58, 0.35], [-0.26, -7.73, -0.88], [-0.49, -5.53, -2.26], [0.95, -5.08, -2.50], [1.33, -3.95, -1.66], [0.84, -2.70, -1.84], [1.13, -1.93, -0.82], [1.83, -2.68, 0.08], [1.96, -3.93, -0.44], [2.71, -5.01, 0.12], [3.22, -4.80, 1.20], [2.82, -6.03, -0.52], [0.12, -2.25, -3.06], [-3.86, -6.61, 1.19], [-2.48, -5.56, 1.57], [-2.26, -7.31, 1.51], [-2.86, -5.45, -0.87], [-2.85, -7.23, -0.99], [-1.19, -4.70, -2.31], [-0.75, -6.28, -3.01], [1.04, -4.74, -3.54], [1.65, -5.89, -2.34], [2.18, -2.31, 1.02], [0.59, -2.63, -3.96], [0.14, -1.16, -3.09], [-0.93, -2.56, -3.04], [-2.35, 4.56, -5.87], [-1.39, 3.65, -5.47], [-1.47, 3.07, -4.21], [-2.50, 3.39, -3.34], [-3.47, 4.30, -3.76], [-3.39, 4.88, -5.02], [-2.67, 2.61, -1.53], [-2.26, 3.98, -0.19], [-1.83, 5.25, -0.57], [-1.47, 6.20, 0.38], [-1.51, 5.88, 1.73], [-1.93, 4.62, 2.13], [-2.30, 3.68, 1.17], [-4.52, 2.03, -1.36], [-5.09, 1.31, -2.41], [-6.38, 0.79, -2.30], [-7.10, 0.98, -1.14], [-6.55, 1.70, -0.09], [-5.27, 2.21, -0.20], [-2.29, 5.01, -6.85], [-0.58, 3.38, -6.14], [-0.71, 2.35, -3.91], [-4.30, 4.55, -3.11], [-4.15, 5.59, -5.33], [-1.80, 5.52, -1.62], [-1.15, 7.18, 0.07], [-1.23, 6.61, 2.47], [-1.97, 4.36, 3.18], [-2.63, 2.70, 1.50], [-4.53, 1.15, -3.32], [-6.81, 0.24, -3.13], [-8.10, 0.57, -1.05], [-7.12, 1.86, 0.82], [-4.86, 2.78, 0.63], [-2.24, 0.41, 0.53], [-1.54, -0.51, -0.25], [-2.29, -0.63, -1.42], [-1.76, -1.86, 0.48], [-0.85, -2.05, 1.44], [-2.96, -1.94, 1.05], [-1.68, -2.89, -0.38], [0.45, 1.59, 1.29], [0.65, 1.02, 2.60], [-0.36, 0.39, 3.31], [-0.04, -0.19, 4.54], [1.25, -0.14, 5.03], [2.24, 0.51, 4.31], [1.94, 1.09, 3.10], [1.70, -0.81, 6.64], [0.69, -1.82, 6.89], [1.63, 0.37, 7.49], [3.04, -1.31, 6.40], [1.23, 2.22, 1.12], [-0.41, 2.12, 1.20], [-1.36, 0.31, 2.91], [-0.79, -0.71, 5.12], [3.24, 0.55, 4.72], [2.70, 1.60, 2.52]]}

Values for molecular weight, g mol⁻¹, ordered as above
827.718 806.778 797.917 1281.917